# 1
This record from the OMol25 dataset describes a structure of composition C38H48BrIrN3O2Si4Te. The level of theory is ωB97M-V/def2-TZVPD.

Structure (XYZ):
```
98
Properties=species:S:1:pos:R:3:forces:R:3
Ir -1.59204 0.61509 -1.29062 0.0 -0.5 0.4
Br -1.35548 0.77706 2.42237 0.1 0.1 0.0
C -2.99563 0.95452 1.54401 -0.1 -0.1 0.0
C -4.11081 1.18768 2.33806 0.0 -0.1 0.0
C -5.33068 1.40865 1.73028 0.0 0.0 0.0
C -5.38184 1.43114 0.34804 0.0 0.0 0.1
C -4.22577 1.20656 -0.36550 -0.1 -0.1 0.0
N -3.03615 0.92016 0.21324 -0.1 0.1 0.0
C -4.26150 1.37775 -1.87328 0.2 0.0 -0.1
O -5.30403 1.65492 -2.42273 0.0 -0.1 0.1
O -3.10912 1.25104 -2.44873 -0.2 0.3 0.0
H -3.99540 1.20367 3.41114 0.0 0.0 0.0
H -6.21391 1.59544 2.32640 0.0 0.0 0.0
H -6.27600 1.64791 -0.21779 0.0 0.0 0.0
C 0.54330 1.02031 -4.99667 0.0 0.1 0.1
C 0.41184 -0.24046 -5.55668 0.0 0.0 0.0
C -0.32745 -1.20081 -4.89599 0.0 0.0 0.0
C -0.90814 -0.90317 -3.66909 0.0 0.1 0.1
N -0.68325 0.30088 -3.09058 0.1 0.0 -0.2
C -0.02219 1.25223 -3.76073 -0.1 0.0 0.0
C -1.80258 -1.78413 -2.91159 0.0 0.0 -0.1
C -2.20714 -3.03229 -3.37727 0.0 -0.1 0.1
C -3.08398 -3.79523 -2.62501 0.0 0.0 -0.1
C -3.55195 -3.30121 -1.41434 0.0 0.0 0.1
C -3.15374 -2.05114 -0.95798 0.0 0.0 0.0
C -2.27968 -1.25654 -1.69863 0.1 -0.1 -0.1
H 1.08009 1.81439 -5.49440 0.0 0.0 0.0
H 0.86786 -0.46773 -6.51142 0.0 0.0 0.0
H -0.47137 -2.17964 -5.32833 0.0 0.0 0.0
H 0.03820 2.20671 -3.26030 0.0 0.0 0.0
H -1.85331 -3.41210 -4.32744 0.0 0.0 0.0
H -3.40746 -4.76403 -2.98162 0.0 0.0 0.0
H -4.23530 -3.89628 -0.82044 0.0 0.0 0.0
H -3.53190 -1.70043 -0.00368 0.0 0.0 0.0
C 3.11533 3.97998 -0.52863 0.0 0.0 0.0
C 2.03882 4.75885 -0.10190 0.0 -0.1 0.0
C 0.74119 4.32072 -0.24799 0.0 0.1 0.0
C 0.42689 3.06560 -0.83395 -0.3 0.2 0.2
C 1.53268 2.28771 -1.22596 0.1 -0.2 0.0
C 2.83863 2.74651 -1.08581 0.0 0.0 0.0
N -0.88432 2.66101 -0.96071 0.4 -0.3 -0.2
C -1.83943 3.69513 -1.07437 -0.2 0.0 0.1
C -1.87211 4.52861 -2.19795 0.1 -0.1 0.0
C -2.84996 5.49503 -2.34597 0.0 0.0 0.0
C -3.83251 5.65960 -1.37555 0.0 0.0 0.0
C -3.80045 4.85979 -0.24573 0.0 0.0 0.0
C -2.81007 3.89692 -0.09298 0.1 0.1 0.1
H 4.13290 4.33416 -0.43091 0.0 0.0 0.0
H 2.22000 5.72130 0.36201 0.0 0.0 0.0
H -0.07113 4.94241 0.10540 0.0 0.0 0.0
H 1.38138 1.33210 -1.71043 0.0 0.1 0.0
H 3.64868 2.11615 -1.43489 0.0 0.0 0.0
H -1.11021 4.41226 -2.96027 0.0 -0.1 0.0
H -2.85348 6.11825 -3.23170 0.0 0.0 0.0
H -4.60837 6.40302 -1.50095 0.0 0.0 0.0
H -4.54532 4.98719 0.53071 0.0 0.0 0.0
H -2.75845 3.31428 0.82227 0.0 0.2 -0.1
C 3.06661 -4.94663 1.90027 0.0 0.0 0.0
Si 2.01734 -3.89621 0.74757 0.0 0.0 0.0
C 2.83088 -3.90233 -0.94320 0.0 0.0 0.0
C 0.29810 -4.63669 0.61579 0.0 0.0 0.0
Si 1.83058 -1.68418 1.57170 -0.1 -0.1 0.1
Te 0.46917 -0.87482 -0.41170 0.0 0.3 -0.2
Si 3.83698 -0.45858 1.40709 -0.1 0.0 -0.1
C 3.51425 1.28360 2.01198 0.0 0.0 0.0
C 5.13332 -1.26729 2.50178 0.0 0.0 0.0
C 4.47550 -0.50973 -0.35862 0.0 0.0 0.0
Si 1.00710 -1.65071 3.77879 0.0 0.0 -0.1
C -0.69230 -2.44899 3.86004 0.0 0.0 0.0
C 1.06817 0.07978 4.52099 0.0 0.0 0.0
C 2.15578 -2.69697 4.83890 0.0 0.0 0.0
H 3.15148 -5.95794 1.49293 0.0 0.0 0.0
H 2.63203 -5.02987 2.89627 0.0 0.0 0.0
H 4.07631 -4.54566 2.00560 0.0 0.0 0.0
H 2.86609 -4.92815 -1.32107 0.0 0.0 0.0
H 3.85447 -3.52655 -0.89770 0.0 0.0 0.0
H 2.27841 -3.29450 -1.66011 0.0 0.0 0.0
H 0.35300 -5.63969 0.18418 0.0 0.0 0.0
H -0.34648 -4.03270 -0.02850 0.0 0.0 0.0
H -0.18361 -4.71531 1.59220 0.0 0.0 0.0
H 3.40203 1.29075 3.09839 0.0 0.0 0.0
H 2.61445 1.71468 1.56859 0.0 0.0 0.0
H 4.34837 1.94072 1.75282 0.0 0.0 0.0
H 4.86558 -1.24496 3.55864 0.0 0.0 0.0
H 6.07180 -0.71612 2.38824 0.0 0.0 0.0
H 5.32258 -2.30416 2.21908 0.0 0.0 0.0
H 3.68049 -0.40444 -1.09830 0.0 0.0 0.0
H 4.98595 -1.45689 -0.54407 0.0 0.0 0.0
H 5.19744 0.29558 -0.51714 0.0 0.0 0.0
H -1.35342 -2.14797 3.04801 0.0 0.0 0.0
H -1.18330 -2.20559 4.80599 0.0 0.0 0.0
H -0.57989 -3.53497 3.81544 0.0 0.0 0.0
H 0.91893 0.89459 3.81222 0.0 0.0 0.0
H 2.05710 0.22925 4.96148 0.0 0.0 0.0
H 0.33304 0.18128 5.32311 0.0 0.0 0.0
H 2.22035 -3.72916 4.49669 0.0 0.0 0.0
H 1.76492 -2.71101 5.86075 0.0 0.0 0.0
H 3.16622 -2.28896 4.87842 0.0 0.0 0.0
```
Forces are in eV/Å.

**HOMO (alpha / beta)**: -6.58 / -6.47 eV
**Kohn-Sham gap (alpha / beta)**: 0.2365 / 0.1673 Ha
**2S+1**: 2
**ΔE to the lowest compared entry with this formula, charge and spin**: 0.8 kcal per mole
**Electronic energy**: -5896.06627 Ha
**LUMO energy (alpha / beta)**: -0.1 / -1.9 eV

# 2
This record from the OMol25 dataset describes a structure of composition C8H25N2O5V at a distorted geometry. The level of theory is ωB97M-V/def2-TZVPD.

Structure (XYZ):
```
41
Properties=species:S:1:pos:R:3:forces:R:3
V 0.19012 -1.15677 1.69224 0.1 -2.7 0.9
O 2.21335 -1.23093 2.18065 0.8 0.9 -0.4
H 3.08846 -0.95077 1.84866 -0.9 -0.2 0.1
O 0.12886 -3.38790 1.95722 -0.4 0.2 -1.3
H -0.22184 -4.04487 1.32481 0.2 0.5 0.3
O -0.60199 -1.36849 3.64892 0.2 1.8 -0.3
H -0.12356 -0.64217 4.09399 -0.3 -0.5 0.1
C 1.31911 -1.85837 -2.82549 1.4 0.8 1.2
C 1.57347 -1.18651 -1.39900 1.3 -0.6 -0.9
C 2.03122 0.29117 -1.54992 -2.2 -1.5 -1.0
O 0.85408 0.96892 -2.03890 1.3 1.5 0.1
C 1.14432 2.33415 -2.37619 -2.0 -0.1 0.3
N 0.38836 -1.35653 -0.59961 0.1 1.1 0.0
H 0.57992 -2.65931 -2.81182 -0.1 0.2 0.2
H 2.26826 -2.31457 -3.10673 0.0 0.1 -0.5
H 1.04556 -1.05413 -3.50847 -0.1 -0.3 -0.2
H 2.42852 -1.59912 -0.86351 -0.1 -0.8 -0.1
H 2.72233 0.31250 -2.39254 0.7 0.1 0.4
H 2.39709 0.67779 -0.59873 0.0 0.2 -0.1
H 1.53545 2.55185 -3.37004 0.7 -0.7 -0.1
H 1.67225 2.89673 -1.60620 0.3 -0.3 0.1
H 0.14689 2.76914 -2.43966 -0.1 0.3 0.2
H -0.20253 -0.71822 -1.11294 -1.1 0.0 0.4
H 0.04505 -2.29445 -0.74975 -0.1 -0.2 0.4
C -3.60696 0.59094 0.31751 -0.9 1.1 -0.3
C -2.13296 0.33843 0.30087 -0.6 2.1 2.3
C -1.34381 1.45700 1.00801 0.0 0.4 0.3
O -0.02653 1.02401 1.21503 1.2 0.0 -0.9
C 0.90192 1.97933 1.78421 -0.6 -1.6 0.2
N -2.00284 -0.87211 1.07898 1.6 -1.2 -1.8
H -3.84314 1.37777 -0.39888 -0.6 0.0 0.0
H -3.97825 0.86092 1.30612 0.2 0.3 0.1
H -4.13433 -0.34038 0.11101 -0.1 0.1 -0.6
H -1.82052 0.45980 -0.73631 0.5 -1.5 -0.1
H -1.74612 1.77052 1.97131 -0.5 -0.3 0.3
H -1.35914 2.36391 0.40354 0.1 0.2 -0.4
H 0.83153 2.93566 1.26596 -0.3 0.2 0.5
H 1.91608 1.58751 1.70645 -0.1 -0.3 -0.5
H 0.69961 1.86113 2.84873 0.0 1.2 0.3
H -2.47693 -1.51689 0.46286 0.2 -1.1 0.5
H -2.50054 -0.85672 1.95770 0.1 0.3 0.4
```
Forces are in eV/Å.

**HOMO (alpha / beta)**: -1.21 / -2.78 eV
**Kohn-Sham gap (alpha / beta)**: 0.1375 / 0.1951 Ha
**2S+1**: 4
**Electronic energy**: -1749.44904 Ha
**LUMO energy (alpha / beta)**: 2.5 / 2.5 eV
**Net charge**: -1

# 3
This record from the OMol25 dataset describes the molecule C2H3N3O at a distorted geometry. The level of theory is ωB97M-V/def2-TZVPD.

Structure (XYZ):
```
9
Properties=species:S:1:pos:R:3:forces:R:3
N -1.42048 0.08978 0.21417 -0.2 0.0 0.1
C -0.35717 -0.54767 -0.31240 -0.4 -0.3 -0.2
C 1.03789 -0.15958 -0.22792 -0.3 -0.5 -0.3
N 1.57754 0.83470 0.41013 0.5 0.5 0.3
N 2.02438 1.71984 0.97487 -0.7 -1.3 -0.9
O -0.46657 -1.59463 -0.95220 -1.1 0.0 0.1
H -2.30605 -0.35192 0.02631 0.0 0.2 0.1
H -1.38593 0.96593 0.70239 0.1 0.0 0.0
H 1.32314 -1.07150 -0.82044 2.1 1.5 0.7
```
Forces are in eV/Å.

**HOMO**: -9.02 eV
**Kohn-Sham gap**: 0.3397 Ha
**ΔE to the lowest compared entry with this formula, charge and spin**: 50.5 kcal per mole
**Electronic energy**: -317.45182 Ha
**LUMO energy**: 0.2 eV

# 4
This record from the OMol25 dataset describes a cluster of 3 separate species, C16H46FN7O4P2S in total at a distorted geometry. The level of theory is ωB97M-V/def2-TZVPD.

Structure (XYZ):
```
77
Properties=species:S:1:pos:R:3:forces:R:3
C 2.83244 5.48596 2.80536 -0.7 -0.2 -0.4
N 3.95406 4.94466 2.07363 0.8 0.5 0.0
C 4.74675 6.01481 1.47177 0.4 -0.2 -0.1
P 4.07523 3.41665 1.28851 -2.2 -0.3 6.4
O 5.54035 3.17027 1.58567 0.0 0.2 -3.9
N 3.47227 2.09014 2.25041 -0.3 -0.6 0.3
C 3.01310 2.29519 3.61532 -0.3 0.4 0.0
C 4.34176 0.91354 2.23834 0.2 0.1 -0.3
N 2.54765 3.52943 0.50209 1.8 0.1 -2.3
C 2.47997 4.44001 -0.63940 0.1 0.3 0.2
C 1.25865 3.03543 0.93374 -0.3 -0.7 0.0
H 2.04609 5.89839 2.15403 -0.1 0.0 0.1
H 3.17327 6.29466 3.45473 0.2 0.0 -0.1
H 2.37744 4.76337 3.47816 0.0 -0.1 -0.2
H 4.28446 6.39887 0.55232 0.0 0.2 0.1
H 5.74855 5.66223 1.22334 -0.1 -0.1 0.0
H 4.87229 6.85051 2.16214 -0.1 -0.1 0.1
H 3.75932 2.81012 4.23466 -0.1 0.0 0.1
H 2.78082 1.33681 4.08417 0.2 -0.1 -0.1
H 2.07066 2.84510 3.64780 0.1 0.1 0.0
H 5.18816 1.01779 2.92503 0.1 0.0 -0.1
H 4.73024 0.73610 1.23530 0.1 0.0 0.1
H 3.78047 0.01873 2.52458 -0.2 0.1 0.1
H 2.09733 5.42602 -0.34882 -0.1 0.0 -0.1
H 1.84016 4.04297 -1.43001 0.0 -0.1 0.1
H 3.46838 4.57928 -1.08131 0.0 0.1 0.0
H 0.84405 3.63825 1.74785 0.1 0.0 0.1
H 1.29773 1.99321 1.24198 0.1 0.1 0.2
H 0.53852 3.07750 0.11222 0.2 0.2 -0.1
C -3.26855 -2.79002 -2.40944 -0.4 -0.5 0.4
N -3.48699 -1.46232 -1.88107 0.8 0.6 -0.1
C -2.27609 -0.94623 -1.24818 -0.2 0.5 0.0
P -4.95620 -0.77334 -1.30614 -0.5 -2.9 -6.2
O -4.70397 0.63946 -1.79671 -0.1 0.5 3.8
N -6.32540 -1.08233 -2.34353 -0.5 -0.1 -0.3
C -6.16555 -1.77488 -3.61205 0.2 -0.4 0.1
C -7.16670 0.09356 -2.57294 0.1 0.2 0.2
N -5.38792 -2.13306 -0.34318 0.5 1.9 2.1
C -4.63511 -2.30445 0.89735 0.3 -0.1 -0.1
C -6.22533 -3.26206 -0.68053 -0.8 0.0 -0.1
H -3.17703 -3.55972 -1.62905 0.0 -0.1 -0.1
H -2.34502 -2.80867 -2.98937 0.1 0.2 0.2
H -4.04242 -3.09839 -3.10833 -0.1 0.1 0.2
H -2.13723 -1.36121 -0.24111 0.2 0.0 0.0
H -2.31823 0.14119 -1.16219 -0.2 0.0 0.0
H -1.38386 -1.17335 -1.83183 -0.1 -0.2 -0.1
H -5.39440 -1.31595 -4.24521 0.0 -0.1 -0.1
H -7.10757 -1.77421 -4.16406 0.0 0.2 0.1
H -5.93808 -2.83306 -3.47072 0.1 0.1 0.0
H -6.74819 0.76161 -3.33326 0.0 0.1 0.0
H -7.29687 0.66342 -1.65387 0.1 0.0 0.0
H -8.16112 -0.22014 -2.90098 0.1 -0.2 0.0
H -3.79862 -3.00329 0.77046 0.0 0.0 0.1
H -5.27214 -2.67398 1.70361 -0.1 0.0 -0.1
H -4.22803 -1.34996 1.23688 0.1 0.0 0.0
H -5.72108 -3.95133 -1.36530 0.0 0.1 -0.1
H -7.17558 -2.95651 -1.11159 0.1 0.1 -0.2
H -6.47433 -3.83482 0.21687 0.2 0.2 0.1
C 4.68281 -4.21241 -0.15938 -0.5 1.0 0.0
C 4.04097 -3.05400 0.64632 0.0 -0.6 -0.4
C 3.35500 -2.09348 -0.36022 -0.4 -0.1 1.4
C 1.92019 -1.61089 0.05460 0.9 0.2 -1.1
N 0.93099 -2.16888 -0.90549 -0.5 0.2 1.6
S 0.34155 -3.63036 -0.51578 1.4 -1.4 -2.1
O 1.31433 -4.52078 0.00459 0.4 0.4 1.5
O -0.29679 -4.14895 -1.66838 -1.5 0.7 -0.2
F -0.66057 -3.32047 0.63728 0.1 0.3 -0.3
H 5.15202 -3.74615 -1.03282 0.4 -0.3 0.2
H 3.87340 -4.82355 -0.56492 0.2 -0.2 0.2
H 5.39397 -4.79267 0.42465 0.0 -0.1 -0.2
H 4.79947 -2.54517 1.24711 -0.1 0.1 -0.1
H 3.31967 -3.47591 1.35049 0.0 0.1 -0.1
H 3.22842 -2.63721 -1.29908 0.2 0.2 -0.1
H 4.03417 -1.24868 -0.49298 -0.3 0.1 -0.3
H 1.61584 -1.88641 1.06420 0.2 -0.1 0.0
H 1.87057 -0.52255 -0.03021 -0.2 -0.1 0.1
H 1.24141 -2.14341 -1.86811 -0.3 -0.2 -0.1
```
Forces are in eV/Å.

**HOMO**: -8.06 eV
**Kohn-Sham gap**: 0.2926 Ha
**Electronic energy**: -2502.08518 Ha
**LUMO energy**: -0.1 eV

# 5
This record from the OMol25 dataset describes a cluster of 3 separate species, C4H7NO2 in total at a distorted geometry. The level of theory is ωB97M-V/def2-TZVPD.

Structure (XYZ):
```
14
Properties=species:S:1:pos:R:3:forces:R:3
O 2.28617 1.63303 -0.21020 1.0 3.0 -1.8
C 1.87045 0.67948 0.22424 -0.6 -2.7 2.0
O 1.55554 -0.29706 0.76467 -0.5 -0.3 -0.2
C -1.37369 1.86842 -0.55498 -0.4 -1.1 2.4
C -1.65381 1.36854 0.50949 -0.2 1.0 -1.3
C -2.31598 0.76339 1.66095 -0.1 0.8 -0.9
H -1.17760 2.35245 -1.43659 0.5 0.7 -1.5
H -3.19006 0.28627 1.19204 0.0 0.1 0.9
H -1.64785 0.04183 2.03408 0.6 -1.2 0.8
H -2.51897 1.49739 2.45802 -0.3 -0.3 -0.5
N 2.05216 -2.67311 -1.89535 -0.6 1.2 0.0
H 1.05675 -2.72870 -1.55474 1.7 0.5 -0.4
H 2.64985 -3.10984 -1.21124 0.0 -0.2 0.2
H 2.40703 -1.68212 -1.98040 -1.0 -1.5 0.2
```
Forces are in eV/Å.

**HOMO**: -9.95 eV
**Kohn-Sham gap**: 0.3851 Ha
**ΔE to the lowest compared entry with this formula, charge and spin**: 50.3 kcal per mole
**Electronic energy**: -361.80063 Ha
**LUMO energy**: 0.5 eV

> The lowest electronic energy belongs to which entry?

C38H48BrIrN3O2Si4Te